No. 1
# C20H19BrF5FeN2O3S

A structure of composition C20H19BrF5FeN2O3S (ωB97M-V/def2-TZVPD, the Open Molecules 2025 dataset).

Last column: Löwdin spin population.
CARTESIAN COORDINATES (ANGSTROEM)
Fe -1.06722 1.75553 0.67225  3.728
C -3.97427 0.75186 1.49679  0.002
O -2.56565 0.45651 1.45661  0.027
C -2.17938 -0.86298 1.60603  0.000
C -3.02995 -1.90135 1.91886  0.001
C -2.49117 -3.17838 2.06368  0.000
Br -3.64732 -4.60986 2.47857  0.000
C -1.14121 -3.41115 1.91934  0.001
C -0.28359 -2.35332 1.61198  0.001
C -0.81397 -1.07739 1.44461  0.003
O -0.03788 -0.00718 1.13866  0.050
C 1.16211 -2.48760 1.46814  0.000
N 1.91655 -1.44285 1.20011  0.002
C 3.22427 -1.89956 1.15116  0.000
C 4.41573 -1.21887 0.91116  0.000
C 5.57862 -1.95870 0.93027  0.000
C 5.56764 -3.34105 1.18061  0.000
C 4.39440 -4.02631 1.42053  0.000
C 3.22495 -3.27524 1.40061  0.000
N 1.89459 -3.61817 1.59704  0.000
H -4.50295 0.13310 0.77377  0.000
H -4.07252 1.79835 1.22629  0.000
H -4.35473 0.58813 2.50361  0.000
H -4.08923 -1.74798 2.05858  0.000
H -0.76126 -4.41482 2.05090  0.000
H 0.98369 -0.36449 1.11133  0.001
H 4.42071 -0.15392 0.72336  0.000
H 6.52506 -1.46741 0.75122  0.000
H 6.50463 -3.88077 1.18704  0.000
H 4.39055 -5.09016 1.61513  0.000
H 1.54352 -4.53385 1.81663  0.000
O -1.90549 1.60782 -1.14924  0.081
S -0.94401 1.39978 -2.34495  0.008
C -0.77269 3.02918 -3.11826  0.001
C -1.00620 2.79457 -4.60288  0.000
C -2.23123 1.88607 -4.68600  0.000
C -2.00549 0.75795 -3.67801  0.003
H 0.19186 3.44884 -2.84627  0.000
H -1.56909 3.62297 -2.66419  0.000
H -0.13837 2.31016 -5.05662  0.000
H -1.15401 3.74287 -5.11746  0.000
H -2.37310 1.48054 -5.68624  0.000
H -3.12964 2.44584 -4.42383  0.000
H -1.47899 -0.09342 -4.10788  0.000
H -2.90626 0.40176 -3.18028  0.000
F 1.15116 3.34625 -0.53777  0.005
C 0.21797 3.40675 0.46480  0.038
F -0.75411 4.33231 0.03612  0.024
C 0.87175 4.08658 1.66184  0.010
F -0.00015 4.10959 2.68466  0.007
F 1.94656 3.38547 2.05253  0.002
F 1.25482 5.33800 1.41505  0.003

- HOMO energy (spin up / spin down): -0.413 / -0.413 Eh
- Total charge: +1
- Kohn-Sham gap (spin up / spin down): 8.44 / 8.41 eV
- Spin multiplicity: 5

No. 2
# C7H14

An isolated molecule of C7H14 (ωB97M-V/def2-TZVPD, the Open Molecules 2025 dataset).

Last column: Mulliken charge in e.
CARTESIAN COORDINATES (ANGSTROEM)
C 0.46846 1.54641 0.13446  -0.651
C -0.99929 1.37339 -0.27241  -0.624
C -1.68803 0.11546 0.25641  -0.632
C -1.04940 -1.21412 -0.16913  -0.636
C 0.26473 -1.52696 0.56040  -0.615
C 1.54500 -0.85995 0.03109  -0.651
C 1.44022 0.56691 -0.53830  -0.615
H 0.55920 1.49309 1.22900  0.294
H 0.77142 2.56374 -0.14652  0.342
H -1.06603 1.38347 -1.37104  0.308
H -1.56550 2.24926 0.07260  0.307
H -1.71525 0.15808 1.35598  0.315
H -2.73549 0.13268 -0.07304  0.305
H -1.76569 -2.01666 0.04918  0.337
H -0.90772 -1.22156 -1.26004  0.295
H 0.12318 -1.26366 1.61753  0.306
H 0.45481 -2.60834 0.55887  0.356
H 2.27774 -0.89295 0.84824  0.301
H 1.97327 -1.48818 -0.76110  0.304
H 2.44703 1.00385 -0.52096  0.358
H 1.16731 0.50606 -1.60121  0.295

- SMILES: C1CCCCCC1
- HOMO energy: -0.393 Eh
- Kohn-Sham gap: 11.90 eV
- Spin multiplicity: 1

No. 3
# C4H10NO7PdS

A structure of composition C4H10NO7PdS (ωB97M-V/def2-TZVPD, the Open Molecules 2025 dataset).

Last column: Mulliken charge in e.
CARTESIAN COORDINATES (ANGSTROEM)
Pd -0.18150 0.24578 0.01202  1.031
O 1.62020 0.56699 -0.67890  -0.596
S 2.25543 1.13793 0.59912  1.442
O 3.33130 0.32353 1.06728  -0.620
O 2.40378 2.54343 0.55014  -0.522
O 0.97562 0.79093 1.55735  -0.774
C -2.38920 -0.35604 2.09030  -0.723
O -2.11947 0.04366 0.73549  -0.335
C -2.92874 -0.63526 -0.24618  -0.395
C -2.55256 -0.06371 -1.58488  -0.413
O -1.13512 -0.26565 -1.73453  -0.371
C -0.59796 0.24430 -2.97978  -0.748
H -3.44165 -0.17859 2.30652  0.319
H -1.77537 0.27216 2.72899  0.231
H -2.14731 -1.41078 2.22877  0.344
H -3.98126 -0.44857 -0.02918  0.404
H -2.72608 -1.70826 -0.20126  0.330
H -2.77380 1.00514 -1.63767  0.326
H -3.07378 -0.58804 -2.38704  0.392
H -1.07891 -0.28647 -3.79933  0.337
H 0.46745 0.04073 -2.96490  0.277
H -0.77994 1.31642 -3.05002  0.350
O 2.39709 -0.50101 3.25254  0.062
N 1.37357 -0.58320 2.92272  0.649

- HOMO energy: -0.506 Eh
- Total charge: +1
- Kohn-Sham gap: 7.76 eV
- Spin multiplicity: 1

No. 4
# C26H42CaCl3N4O4Si

A structure of composition C26H42CaCl3N4O4Si (ωB97M-V/def2-TZVPD, the Open Molecules 2025 dataset).

Last column: Mulliken charge in e.
CARTESIAN COORDINATES (ANGSTROEM)
C 3.02285 -2.65482 -2.43645  -1.654
C 2.47886 -1.77788 -3.52525  0.483
H 2.46123 -3.60278 -2.39953  0.303
H 2.93700 -2.12381 -1.47865  0.143
H 4.08091 -2.91896 -2.60718  0.389
C 2.32564 -2.26809 -4.77478  0.343
C 2.58724 -3.68429 -5.18908  -1.494
H 2.01279 -1.63376 -5.60898  0.397
H 2.06918 -4.42233 -4.55772  0.280
H 3.65977 -3.93240 -5.19101  0.316
H 2.22865 -3.83780 -6.21693  0.376
Ca 1.38589 0.38823 0.63246  0.943
Cl 2.75416 0.35295 2.92575  -0.722
Cl 2.64864 2.23111 -0.57430  -0.660
C 0.24522 3.12245 1.48662  -0.033
O -0.17444 1.94508 1.49857  -0.774
N -0.48478 4.18863 1.13555  0.185
C -1.90070 4.04253 0.78461  -0.792
C 0.19258 5.37108 0.61971  -0.915
H 1.30052 3.38249 1.71595  0.499
H -2.43770 3.52363 1.59695  0.237
H -2.03927 3.45992 -0.14650  0.211
H -2.30349 5.05366 0.65567  0.359
H 1.05695 5.55409 1.26470  0.326
H -0.51769 6.20073 0.65275  0.330
H 0.57007 5.19355 -0.39927  0.305
H -0.33180 -5.38674 3.04598  0.311
H -0.40674 -3.43139 -0.00264  0.171
C -1.30456 -4.98958 2.70682  -0.910
C -1.32363 -3.77873 0.52802  -0.788
N -1.15083 -3.72218 1.97951  0.177
H -1.94413 -4.83301 3.58183  0.297
C -0.43933 -2.69774 2.53887  0.210
O 0.15603 -1.80708 1.88655  -0.355
H -2.17302 -3.14603 0.22460  0.232
H -0.42934 -2.75649 3.64861  -0.201
H -1.76991 -5.72410 2.03282  0.352
H -1.56881 -4.80711 0.24472  0.401
O 1.23256 -0.41089 -1.90640  0.323
C 2.12332 -0.34399 -3.08362  -0.715
C 0.56745 0.08564 -5.06063  0.122
C 1.63408 0.51599 -4.26417  0.663
H 0.11641 -0.89138 -4.87944  0.601
C 0.09393 0.87350 -6.13160  -1.099
H 3.04044 0.10980 -2.67317  0.469
C 2.26315 1.73138 -4.57913  -0.539
H -0.72641 0.49971 -6.74403  0.387
C 0.71675 2.08064 -6.42825  -0.533
C 1.80903 2.50326 -5.66300  -0.699
H 3.10812 2.05859 -3.97769  0.338
H 0.38138 2.66378 -7.29130  0.366
H 2.32696 3.41976 -5.92744  0.386
Si -0.59285 -0.55132 -2.23685  1.833
Cl -0.73464 -2.49145 -2.90315  -0.521
C -2.06719 0.01112 -3.41647  -1.842
C -0.55044 1.44590 -2.31248  -1.617
C -1.23739 -0.43058 -0.45342  -0.869
H -1.83919 0.82408 -4.11759  0.485
H -2.81117 0.37769 -2.69505  0.362
H -2.49898 -0.79090 -4.01942  0.319
H -2.33776 -0.43443 -0.47727  0.394
H -0.96888 0.52397 0.04050  0.513
H -0.91352 -1.25695 0.19667  -0.361
H -0.41007 1.79942 -3.33882  0.347
H 0.25728 1.87729 -1.71252  0.252
H -1.52873 1.77767 -1.93865  0.342
N -2.32826 0.11856 9.32092  -0.366
C -2.03715 1.17005 8.49105  0.295
O -2.37811 2.31593 8.74834  -0.624
C -1.31980 0.80782 7.21683  0.968
C -1.16988 -0.50865 6.77560  -0.698
C -0.47884 -0.74436 5.57393  -0.551
N -0.08742 0.23650 4.77509  -0.104
C -0.21010 1.50457 5.16831  -0.249
C -0.81318 1.84434 6.40319  -0.636
H -2.72390 0.35369 10.21736  0.241
H -1.84566 -0.76934 9.25290  0.191
H -1.57662 -1.37055 7.31419  0.284
H -0.25247 -1.76389 5.26703  0.469
H 0.17730 2.26626 4.49355  0.377
H -0.88357 2.88870 6.69673  0.421

- HOMO energy: -0.142 Eh
- Total charge: -1
- Kohn-Sham gap: 5.94 eV
- Spin multiplicity: 1

No. 5
# C15H15N3O3

An isolated molecule of C15H15N3O3 (ωB97M-V/def2-TZVPD, the Open Molecules 2025 dataset).

Last column: Mulliken charge in e.
CARTESIAN COORDINATES (ANGSTROEM)
C 0.13983 0.19724 -4.58501  -0.828
H -0.27570 -0.13879 -5.53379  0.243
O -0.96002 0.36145 -3.72449  -0.465
C -0.72888 0.76684 -2.44419  0.877
C -1.85762 0.90921 -1.63510  -0.833
C -1.73655 1.29381 -0.31926  -0.300
C -0.47860 1.54109 0.22469  -0.029
C 0.64079 1.44354 -0.58979  -0.386
C 0.52257 1.04979 -1.91125  -0.483
H 1.41558 0.97576 -2.51102  0.402
H 1.61670 1.68121 -0.19454  0.461
N -0.36658 1.92081 1.57449  -0.043
C 0.61909 1.61715 2.46470  0.161
O 0.81078 2.26614 3.47294  -0.687
N 1.40614 0.51677 2.16864  -0.106
C 1.04593 -0.60531 1.41545  0.699
C 1.99496 -1.21307 0.59848  -0.442
C 1.64875 -2.28249 -0.20462  -0.525
C 0.34476 -2.74966 -0.21774  -0.757
C -0.59463 -2.17478 0.61722  -0.634
C -0.25159 -1.12902 1.46476  0.453
C -1.30225 -0.62843 2.40743  0.058
O -2.44974 -0.42362 2.07349  -0.635
N -0.89686 -0.51031 3.69491  -0.303
H 0.06350 -0.60583 3.97173  0.252
H -1.54755 -0.13957 4.36806  0.245
H -1.61078 -2.53746 0.64074  0.459
H 0.06552 -3.56554 -0.86612  0.426
H 2.39665 -2.74101 -0.83442  0.418
H 3.00455 -0.82831 0.58932  0.414
H 2.31700 0.51871 2.60406  0.211
H -1.06995 2.55462 1.92701  0.266
H -2.61243 1.37506 0.30416  0.332
H -2.82476 0.70232 -2.06383  0.430
H 0.83657 -0.55837 -4.20713  0.323
H 0.67482 1.14007 -4.73997  0.328

- SMILES: COc1ccc(NC(=O)Nc2ccccc2C(N)=O)cc1
- HOMO energy: -0.295 Eh
- Kohn-Sham gap: 8.70 eV
- Spin multiplicity: 1

Values of strongest force on any atom, in order: 0.83 0.21 0.10 5.78 0.62, all in eV/A.